Below is a molecular structure, C33H28I2N6O2SeY, with properties calculated with ωB97M-V/def2-TZVPD.

Positions of all 73 atoms, in Å:
Y (0.769, -1.595, 1.077)
C (1.820, 3.006, 0.525)
C (3.067, 2.995, -0.074)
C (3.577, 1.797, -0.556)
C (2.838, 0.638, -0.414)
N (1.661, 0.639, 0.230)
C (1.159, 1.799, 0.664)
C (3.254, -0.665, -1.024)
C (4.290, -0.760, -1.939)
C (4.583, -1.987, -2.515)
C (3.827, -3.093, -2.172)
C (2.806, -2.919, -1.263)
N (2.523, -1.741, -0.699)
H (1.352, 3.920, 0.875)
H (3.635, 3.913, -0.189)
H (4.542, 1.783, -1.041)
H (0.178, 1.754, 1.120)
H (4.859, 0.116, -2.223)
H (5.392, -2.072, -3.230)
H (4.016, -4.069, -2.599)
H (2.196, -3.758, -0.953)
I (-1.751, -2.461, 3.313)
C (-1.244, -0.976, 4.738)
I (-0.104, 0.612, 3.919)
H (-0.619, -1.470, 5.466)
H (-2.161, -0.571, 5.138)
C (-0.464, 6.070, -1.755)
C (-1.187, 5.292, -0.677)
C (-1.652, 5.959, 0.452)
C (-2.309, 5.272, 1.465)
C (-2.547, 3.917, 1.329)
C (-2.083, 3.233, 0.210)
N (-2.295, 1.826, 0.178)
C (-2.721, 1.090, -0.911)
C (-3.556, 1.682, -1.870)
C (-3.990, 0.969, -2.966)
C (-3.613, -0.364, -3.162)
C (-2.775, -0.953, -2.246)
C (-2.317, -0.247, -1.120)
C (-1.314, -0.873, -0.263)
O (-1.008, -0.369, 0.879)
O (-0.633, -1.899, -0.642)
C (-1.368, 3.902, -0.793)
C (-0.756, 3.163, -1.956)
H (-0.557, 7.143, -1.584)
H (-0.858, 5.850, -2.749)
H (0.605, 5.829, -1.774)
H (-1.501, 7.031, 0.534)
H (-2.668, 5.801, 2.341)
H (-3.106, 3.371, 2.082)
H (-1.919, 1.297, 0.943)
H (-3.858, 2.713, -1.726)
H (-4.642, 1.453, -3.685)
H (-3.966, -0.915, -4.025)
H (-2.435, -1.972, -2.384)
H (-1.395, 3.188, -2.845)
H (-0.578, 2.114, -1.719)
H (0.202, 3.610, -2.230)
Se (3.083, -1.787, 2.562)
C (2.060, -2.264, 4.000)
N (1.396, -2.591, 4.892)
N (-0.838, -9.345, 1.480)
C (-0.547, -8.234, 1.406)
C (-0.182, -6.836, 1.307)
C (0.621, -6.248, 2.274)
C (0.944, -4.913, 2.142)
N (0.508, -4.158, 1.124)
C (-0.270, -4.737, 0.193)
C (-0.635, -6.066, 0.245)
H (0.986, -6.816, 3.119)
H (1.561, -4.428, 2.882)
H (-0.622, -4.102, -0.608)
H (-1.264, -6.492, -0.525)

## Properties
Relative energy (zero: lowest compared OMol25 entry of this formula, charge and spin) in kcal/mol: 4.1
E_HOMO in eV: -10.22
Total charge: +1
Largest force on an atom in Eh/bohr: 0.0173

Atom-resolved charges from Löwdin, all expressed in e:
1 Y 1.15
2 C -0.02
3 C -0.01
4 C 0.01
5 C -0.20
6 N 0.05
7 C -0.14
8 C -0.20
9 C 0.01
10 C -0.02
11 C -0.02
12 C -0.10
13 N 0.00
14 H 0.12
15 H 0.12
16 H 0.11
17 H 0.05
18 H 0.11
19 H 0.12
20 H 0.12
21 H 0.10
22 I 0.91
23 C -1.09
24 I 0.90
25 H -0.06
26 H -0.03
27 C -0.04
28 C -0.23
29 C -0.05
30 C -0.07
31 C -0.02
32 C -0.22
33 N 0.10
34 C -0.19
35 C -0.02
36 C -0.05
37 C -0.07
38 C -0.01
39 C -0.07
40 C -0.53
41 O -0.32
42 O -0.14
43 C -0.18
44 C -0.03
45 H 0.08
46 H 0.09
47 H 0.08
48 H 0.11
49 H 0.11
50 H 0.12
51 H 0.09
52 H 0.13
53 H 0.11
54 H 0.11
55 H 0.12
56 H 0.10
57 H 0.07
58 H 0.07
59 Se 0.56
60 C -0.92
61 N 0.05
62 N 0.19
63 C -0.15
64 C -0.19
65 C 0.02
66 C -0.13
67 N -0.04
68 C -0.12
69 C 0.02
70 H 0.14
71 H 0.07
72 H 0.10
73 H 0.13